Record 1
16
Properties=species:S:1:pos:R:3:lowdin_charge:R:1 method="wB97M-V/def2-TZVPD" smiles="O=C([O-])NCCCO" charge=-1 relative_energy_kj_mol=166.2 lumo_ev=3.49 homo_energy_ev=-4.05 gap_ev=7.5
O -0.98 3.40 -0.58 -0.0932
C -0.12 2.58 -0.94 -0.8072
O 0.89 2.72 -1.67 -0.0968
N -0.41 1.22 -0.58 0.0094
C 0.42 0.08 -0.79 -0.2450
C 0.84 -0.71 0.49 -0.1676
C -0.19 -1.78 0.80 -0.2991
O -1.37 -1.45 1.54 -0.0783
H -1.29 1.07 -0.12 0.0992
H 0.02 -0.69 -1.49 0.1071
H 1.34 0.36 -1.29 0.0991
H 0.91 -0.08 1.38 0.1122
H 1.79 -1.24 0.37 0.0996
H -0.39 -2.47 -0.03 0.1040
H 0.28 -2.42 1.57 0.1007
H -1.75 -0.60 1.34 0.0559

Record 2
16
Properties=species:S:1:pos:R:3:lowdin_charge:R:1 method="wB97M-V/def2-TZVPD" charge=-1 relative_energy_kj_mol=13.8 lumo_ev=4.07 homo_energy_ev=-4.81 gap_ev=8.9
C 0.24 -0.72 -3.09 -0.0481
C -0.34 -0.54 -1.69 -0.7442
O -1.18 -1.34 -1.27 -0.0583
O 0.07 0.50 -1.06 -0.1263
H 0.98 -1.52 -3.03 0.0613
H 0.72 0.20 -3.39 0.0546
H -0.56 -1.08 -3.74 0.0590
C -0.77 -0.29 2.12 -0.0149
C 0.25 0.83 2.34 -0.6159
O 0.36 1.31 3.48 -0.0565
N 0.97 1.25 1.30 0.1440
H 1.54 2.06 1.46 0.0923
H 0.71 0.91 0.33 0.0416
H -0.92 -0.74 3.09 0.0642
H -0.39 -1.02 1.41 0.0647
H -1.68 0.17 1.73 0.0825